[1]
The following is a DFT calculation (ωB97M-V with the def2-TZVPD basis set) of a cluster of 2 separate species, C9H14O in total.

```
24
Properties=species:S:1:pos:R:3
C -2.314 -1.592 -1.689
C -1.681 -1.049 -0.449
C -2.452 -0.373 0.509
C -1.903 0.058 1.690
C -0.528 -0.072 1.869
O -0.024 0.523 3.000
C 0.284 -0.659 0.910
C -0.311 -1.075 -0.275
H -1.626 -1.546 -2.521
H -3.296 -1.209 -1.972
H -2.499 -2.669 -1.587
H -3.507 -0.305 0.261
H -2.368 0.654 2.468
H 0.922 0.336 3.081
H 1.355 -0.644 1.078
H 0.352 -1.553 -0.975
C 2.218 1.005 -1.263
C 2.743 1.799 -0.066
H 2.789 1.288 -2.139
H 2.231 -0.068 -1.091
H 1.167 1.082 -1.571
H 1.935 2.070 0.569
H 3.084 2.782 -0.376
H 3.431 1.218 0.540
```

## Properties
SMILES string = Cc1ccc(O)cc1.CC
ΔE to the lowest compared entry with this formula, charge and spin = 0.5777 eV

Löwdin atomic charge list, values in e, 4 entries: atom 1 (C): -0.062, atom 2 (C): -0.285, atom 3 (C): -0.038, atom 4 (C): -0.014

---

[2]
The following is a DFT calculation (ωB97M-V with the def2-TZVPD basis set) of a cluster of 2 separate species, C11H25FN3O4 in total.

```
44
Properties=species:S:1:pos:R:3
N -1.611 1.259 2.171
C -2.011 0.295 1.123
C -2.850 -0.850 1.681
N -3.987 -0.439 2.504
C -4.799 0.659 2.023
C -5.480 0.377 0.692
F -4.908 1.137 -0.343
C -3.254 -1.862 0.551
O -2.912 -1.551 -0.610
O -3.867 -2.872 0.945
H -0.807 0.907 2.670
H -1.384 2.151 1.759
H -1.127 -0.161 0.672
H -2.517 0.808 0.311
H -2.194 -1.429 2.336
H -3.676 -0.257 3.444
H -5.586 0.816 2.765
H -4.267 1.617 1.937
H -6.531 0.674 0.736
H -5.424 -0.675 0.424
C 2.126 -1.935 -3.207
O 3.372 -1.614 -2.612
C 3.937 -0.387 -3.049
C 3.950 0.632 -1.931
N 2.599 1.062 -1.607
C 2.483 1.906 -0.425
C 2.876 1.313 0.924
O 2.041 0.259 1.347
C 2.396 -1.033 0.891
H 1.860 -2.937 -2.879
H 1.331 -1.248 -2.900
H 2.197 -1.928 -4.299
H 3.392 0.001 -3.914
H 4.968 -0.589 -3.359
H 4.530 1.503 -2.252
H 4.474 0.179 -1.076
H 2.013 0.246 -1.482
H 1.438 2.216 -0.354
H 3.074 2.815 -0.587
H 2.764 2.107 1.669
H 3.927 0.997 0.953
H 3.480 -1.136 0.779
H 1.910 -1.281 -0.056
H 2.049 -1.749 1.636
```

## Properties
Charge = -1

Löwdin atomic charge list, values in e, 4 entries: atom 1 (N): -0.003, atom 2 (C): -0.249, atom 3 (C): -0.281, atom 4 (N): -0.030

---

Number 1: E_tot -11607.059 eV, HOMO level -8.34 eV. Number 2: E_tot -27189.935 eV, HOMO level -3.89 eV.